Record 1
Density functional theory data (wB97M-V/def2-TZVPD) for an isolated ion of composition C7H12 and charge +1 at a distorted geometry.

Computed properties:
⟨S²⟩: 0.78
HOMO (spin up / spin down) (eV): -14.83 / -15.03
Frontier orbital gap (spin up / spin down) (eV): 9.804 / 6.845
ΔE to the lowest compared entry with this formula, charge and spin (kJ/mol): 270.9
Energy (eV): -7441.6457

ORCA input file:
```
! wB97M-V def2-TZVPD RIJCOSX def2/J DEFGRID3
* xyz 1 2
C -0.300 -0.650 2.527
C -0.658 -1.615 1.402
C 0.476 -1.639 0.334
C 0.874 -0.384 -0.322
C 0.113 0.658 -0.582
C 0.392 1.546 -1.804
C -0.642 2.492 -2.115
H -0.276 0.295 2.161
H 0.750 -0.773 2.609
H -1.062 -0.673 3.497
H -1.697 -1.459 0.867
H -0.813 -2.538 1.946
H 0.211 -2.479 -0.453
H 1.354 -2.141 0.934
H 1.878 -0.385 -0.884
H -0.941 0.867 -0.222
H 0.896 1.221 -2.635
H -1.194 2.791 -1.349
H -0.634 2.826 -3.113
*
```

=====

Record 2
Density functional theory data (wB97M-V/def2-TZVPD) for a 2-piece molecular cluster, ClH5N2Si2 overall at a distorted geometry.

Computed properties:
HOMO (eV): -9.16
Frontier orbital gap (eV): 8.763
ΔE to the lowest compared entry with this formula, charge and spin (kJ/mol): 446.2
Energy (eV): -31334.5863

ORCA input file:
```
! wB97M-V def2-TZVPD RIJCOSX def2/J DEFGRID3
* xyz 0 1
Si -1.295 1.710 0.331
N -1.516 0.342 -0.554
Cl -1.895 -1.283 -0.060
H -1.083 2.166 1.760
H -1.574 2.962 -0.253
N 1.494 0.003 -0.309
Si 1.431 -1.557 0.015
H 1.376 0.195 -1.339
H 1.382 -2.668 -0.940
H 1.679 -1.871 1.350
*
```

=====

Record 3
Density functional theory data (wB97M-V/def2-TZVPD) for a 2-piece molecular cluster, CH5NO2P overall at a distorted geometry.

Computed properties:
⟨S²⟩: 2.01
HOMO (spin up / spin down) (eV): -2.30 / -2.61
Frontier orbital gap (spin up / spin down) (eV): 6.502 / 5.436
ΔE to the lowest compared entry with this formula, charge and spin (kJ/mol): 27.1
Energy (eV): -15987.0724

ORCA input file:
```
! wB97M-V def2-TZVPD RIJCOSX def2/J DEFGRID3
* xyz -1 3
C 0.122 0.065 0.496
N -1.789 -2.300 0.507
O 1.542 0.080 -2.507
O -0.502 -2.524 0.114
P 0.733 -1.546 -0.163
H 0.192 0.878 -0.294
H 0.815 0.610 1.149
H -0.903 0.076 1.079
H -1.874 -1.305 0.696
H 1.687 -0.486 -3.293
*
```

=====

Record 4
Density functional theory data (wB97M-V/def2-TZVPD) for a 2-piece molecular cluster, C5H7NO overall.

Computed properties:
HOMO (eV): -10.07
Frontier orbital gap (eV): 9.095
ΔE to the lowest compared entry with this formula, charge and spin (kJ/mol): 196.4
Energy (eV): -8834.1673

ORCA input file:
```
! wB97M-V def2-TZVPD RIJCOSX def2/J DEFGRID3
* xyz 0 1
C -1.679 0.285 0.040
C -0.234 0.244 0.391
C 0.593 1.148 0.917
C 1.922 0.477 1.056
N 1.962 -0.740 0.659
C 0.615 -1.009 0.212
O 0.239 -2.064 -0.221
H -2.104 1.277 0.211
H -2.233 -0.444 0.642
H -1.832 0.009 -1.009
H 0.379 2.171 1.206
H 2.805 0.962 1.469
H -0.462 -0.955 -2.977
H 0.029 -1.361 -2.595
*
```

=====

Record 5
Density functional theory data (wB97M-V/def2-TZVPD) for C43H51N6STeTl as an isolated structure at a distorted geometry.

Computed properties:
HOMO (eV): -0.56
Frontier orbital gap (eV): 3.952
ΔE to the lowest compared entry with this formula, charge and spin (kJ/mol): 63.8
Energy (eV): -77177.9081

ORCA input file:
```
! wB97M-V def2-TZVPD RIJCOSX def2/J DEFGRID3
* xyz -2 1
Tl -3.280 -21.849 10.719
C -7.780 -21.760 11.662
C -7.290 -22.196 12.893
C -7.804 -23.562 13.076
C -8.420 -23.879 11.855
C -8.499 -22.758 11.009
C -9.123 -22.662 9.619
C -10.492 -23.416 9.648
C -8.158 -23.393 8.635
C -9.284 -21.181 9.229
C -7.663 -24.677 14.089
C -8.855 -25.684 14.016
C -7.686 -24.226 15.568
C -6.378 -25.447 13.684
C -6.472 -21.251 13.778
C -6.105 -20.016 12.935
C -7.447 -20.734 14.871
C -5.136 -21.962 14.180
H -7.524 -20.795 11.279
H -8.878 -24.776 11.582
H -10.349 -24.418 10.014
H -10.947 -23.361 8.629
H -11.235 -22.900 10.322
H -8.125 -24.452 8.765
H -7.137 -22.992 8.771
H -8.468 -23.215 7.579
H -9.961 -20.680 9.934
H -9.691 -21.162 8.191
H -8.339 -20.684 9.189
H -9.855 -25.097 14.104
H -8.820 -26.413 14.890
H -8.866 -26.217 13.021
H -8.729 -23.899 15.710
H -6.925 -23.464 15.776
H -7.455 -25.149 16.107
H -6.514 -25.892 12.706
H -6.157 -26.257 14.380
H -5.519 -24.750 13.741
H -7.027 -19.537 12.638
H -5.610 -20.359 12.032
H -5.504 -19.281 13.488
H -8.482 -20.548 14.495
H -7.088 -19.787 15.331
H -7.527 -21.504 15.664
H -4.765 -22.460 13.268
H -5.229 -22.764 14.939
H -4.458 -21.206 14.476
S 0.858 -24.464 10.904
C -0.126 -24.686 12.288
C -1.252 -23.912 12.286
C -1.377 -23.012 11.168
C -0.265 -23.185 10.317
C -0.051 -22.524 9.065
C 1.013 -22.751 8.190
C 1.131 -22.047 6.967
C 0.080 -21.133 6.589
C -0.898 -20.934 7.564
N -1.029 -21.618 8.697
H 0.265 -25.248 13.139
H -1.946 -23.913 13.154
H 1.767 -23.451 8.508
H 1.985 -22.198 6.313
H 0.121 -20.593 5.592
H -1.585 -20.143 7.408
Te -1.268 -19.295 11.011
C -1.770 -18.106 12.733
C -2.607 -16.983 12.465
C -3.158 -16.304 13.548
C -2.961 -16.711 14.859
C -2.119 -17.783 15.105
C -1.538 -18.483 14.075
H -2.865 -16.693 11.425
H -3.767 -15.441 13.290
H -3.436 -16.189 15.675
H -1.910 -18.058 16.127
H -0.831 -19.261 14.245
C -4.444 -22.502 6.977
C -4.646 -21.029 7.288
N -5.213 -20.613 8.420
C -5.147 -19.211 8.375
C -4.519 -18.800 7.245
N -4.250 -19.983 6.487
C -3.699 -20.139 5.150
N -3.467 -18.872 4.365
N -3.835 -18.851 3.053
N -3.255 -17.857 2.438
C -2.367 -17.270 3.303
C -1.392 -16.318 2.991
C -0.557 -15.963 4.046
C -0.681 -16.556 5.317
C -1.574 -17.552 5.609
C -2.482 -17.902 4.566
H -4.872 -23.066 7.838
H -3.363 -22.666 6.919
H -4.866 -22.787 6.000
H -5.488 -18.599 9.204
H -4.313 -17.784 6.937
H -4.385 -20.759 4.525
H -2.731 -20.694 5.209
H -1.372 -16.005 1.951
H 0.245 -15.242 3.908
H 0.010 -16.162 6.071
H -1.709 -18.005 6.602
*
```

=====

Record 6
Density functional theory data (wB97M-V/def2-TZVPD) for C34H38ClF3IIrN4O9S2Si as an isolated structure at a distorted geometry.

Computed properties:
⟨S²⟩: 0.75
HOMO (spin up / spin down) (eV): -10.13 / -10.14
Frontier orbital gap (spin up / spin down) (eV): 5.793 / 5.547
ΔE to the lowest compared entry with this formula, charge and spin (kJ/mol): 0.0
Energy (eV): -121424.2202

ORCA input file:
```
! wB97M-V def2-TZVPD RIJCOSX def2/J DEFGRID3
* xyz 1 2
Ir 1.884 -0.372 0.115
Cl 7.628 -0.831 3.997
C 5.992 -0.691 3.442
C 4.964 -0.717 4.344
C 3.629 -0.607 3.917
I 2.048 -0.688 5.261
C 3.316 -0.464 2.582
O 2.097 -0.385 2.118
C 4.381 -0.388 1.668
N 4.033 -0.159 0.366
C 4.968 -0.124 -0.558
C 6.325 -0.295 -0.252
C 6.704 -0.478 1.050
C 5.727 -0.525 2.066
H 5.180 -0.824 5.398
H 4.640 0.057 -1.574
H 7.054 -0.273 -1.048
H 7.748 -0.586 1.310
O 1.591 6.104 -2.621
N 1.630 5.223 -3.453
O 1.654 5.408 -4.646
C 1.652 3.812 -2.982
C 1.681 2.877 -3.949
C 1.698 1.480 -3.639
C 1.655 0.450 -4.600
C 1.648 -0.855 -4.183
C 1.719 -1.150 -2.814
N 1.757 -0.191 -1.907
C 1.728 1.107 -2.306
C 1.668 2.101 -1.274
N 1.620 1.623 0.000
C 1.487 2.453 1.013
C 1.451 3.834 0.802
C 1.533 4.344 -0.468
C 1.619 3.464 -1.574
H 1.688 3.208 -4.979
H 1.612 0.706 -5.651
H 1.603 -1.671 -4.889
H 1.739 -2.170 -2.452
H 1.395 2.003 1.995
H 1.353 4.495 1.651
H 1.521 5.408 -0.629
C -1.537 1.892 -2.239
C -2.787 1.059 -2.024
C -2.719 -0.240 -2.817
C -4.038 1.849 -2.373
O -2.867 0.786 -0.611
Si -2.715 -0.461 0.385
S -0.451 -0.754 0.444
O -3.065 -0.091 1.892
C -3.171 1.132 2.665
C -1.965 2.017 2.371
C -4.470 1.820 2.272
C -3.193 0.707 4.121
O -3.329 -1.826 -0.135
C -3.748 -3.086 0.486
C -3.806 -4.092 -0.647
C -2.724 -3.495 1.533
C -5.106 -2.847 1.124
H -1.423 2.142 -3.296
H -0.669 1.321 -1.911
H -1.591 2.817 -1.662
H -2.699 -0.026 -3.886
H -3.589 -0.859 -2.599
H -1.820 -0.803 -2.552
H -4.031 2.136 -3.425
H -4.095 2.751 -1.761
H -4.925 1.246 -2.178
H -1.978 2.335 1.326
H -1.045 1.457 2.561
H -1.981 2.901 3.009
H -4.462 2.059 1.207
H -4.597 2.741 2.841
H -5.317 1.164 2.474
H -2.273 0.180 4.379
H -4.038 0.043 4.307
H -3.290 1.583 4.763
H -2.829 -4.153 -1.129
H -4.546 -3.795 -1.391
H -4.068 -5.078 -0.265
H -1.728 -3.501 1.098
H -2.945 -4.495 1.906
H -2.738 -2.796 2.373
H -5.851 -2.587 0.370
H -5.033 -2.027 1.840
H -5.438 -3.741 1.653
F 3.159 -5.131 0.855
C 2.023 -4.942 0.192
F 2.289 -4.984 -1.120
F 1.164 -5.901 0.490
S 1.326 -3.290 0.603
O 0.135 -3.220 -0.228
O 1.142 -3.218 2.012
O 2.431 -2.412 0.056
*
```

=====

Record 7
Density functional theory data (wB97M-V/def2-TZVPD) for a 2-piece molecular cluster, C7H16N5 overall at a distorted geometry.

Computed properties:
HOMO (eV): -12.36
Frontier orbital gap (eV): 8.994
ΔE to the lowest compared entry with this formula, charge and spin (kJ/mol): 231.6
Energy (eV): -14959.4986

ORCA input file:
```
! wB97M-V def2-TZVPD RIJCOSX def2/J DEFGRID3
* xyz 1 1
C -1.045 -1.350 2.666
C 0.097 -2.051 -0.993
C 0.871 2.235 0.843
C 0.776 1.112 -1.429
C -1.360 2.036 -0.198
C -0.274 -0.290 2.055
C 0.077 1.549 -0.224
N -1.630 -2.297 2.916
N 0.909 -2.868 -1.583
N -1.053 -1.735 -1.537
N -0.291 -0.397 0.622
N 0.466 -1.373 0.117
H 1.974 1.981 0.914
H 0.944 3.336 0.712
H 0.375 2.136 1.903
H 0.379 0.165 -2.037
H 1.740 0.799 -0.922
H 1.139 1.889 -2.084
H -1.896 1.336 0.502
H -1.362 3.028 0.351
H -1.701 2.124 -1.253
H -0.751 0.627 2.250
H 0.749 -0.327 2.650
H 0.769 -3.214 -2.550
H 1.796 -3.109 -1.138
H -1.498 -2.524 -2.122
H -1.646 -1.243 -0.893
H 1.447 -1.573 0.462
*
```

=====

Record 8
Density functional theory data (wB97M-V/def2-TZVPD) for C2H4Br2N3O2 as an isolated structure at a distorted geometry.

Computed properties:
HOMO (eV): -14.69
Frontier orbital gap (eV): 9.598
ΔE to the lowest compared entry with this formula, charge and spin (kJ/mol): 0.0
Energy (eV): -150777.7253

ORCA input file:
```
! wB97M-V def2-TZVPD RIJCOSX def2/J DEFGRID3
* xyz 1 1
C -0.730 -0.043 -0.401
C 1.091 0.009 -0.155
N -1.081 0.885 -1.282
N -1.444 -0.705 0.395
N 1.366 -0.214 1.352
O 2.132 0.465 1.948
O 0.677 -1.146 1.731
Br 1.942 1.687 -0.744
Br 1.964 -1.513 -1.193
H -0.478 1.462 -1.836
H -2.058 0.957 -1.340
H -1.013 -1.379 1.099
H -2.370 -0.464 0.426
*
```

=====

Record 9
Density functional theory data (wB97M-V/def2-TZVPD) for a 7-piece molecular cluster, C9H27N3O12 overall at a distorted geometry.

Computed properties:
HOMO (eV): -9.50
Frontier orbital gap (eV): 9.076
Energy (eV): -38801.1130

ORCA input file:
```
! wB97M-V def2-TZVPD RIJCOSX def2/J DEFGRID3
* xyz 0 1
C 7.572 9.370 11.012
N 7.313 10.642 10.260
O 7.995 11.616 10.525
O 6.411 10.648 9.441
H 7.025 8.628 10.455
H 7.165 9.532 12.005
H 8.650 9.237 10.993
C 4.484 5.598 12.494
N 5.115 6.762 11.812
O 6.242 6.645 11.378
O 4.483 7.785 11.786
H 4.884 4.656 12.142
H 3.415 5.683 12.320
H 4.657 5.753 13.556
C 9.801 13.327 12.668
N 10.603 13.421 11.446
O 11.515 12.609 11.326
O 10.304 14.217 10.576
H 10.458 12.963 13.452
H 9.067 12.549 12.467
H 9.380 14.290 12.933
C 7.061 6.613 8.088
O 6.549 5.525 7.331
C 5.255 5.556 7.090
O 4.514 6.422 7.459
O 4.940 4.444 6.449
C 3.583 4.069 6.358
H 7.314 7.415 7.386
H 8.008 6.358 8.549
H 6.328 7.055 8.756
H 2.956 4.832 5.894
H 3.212 3.772 7.343
H 3.557 3.177 5.733
C 8.919 5.958 12.804
O 8.896 6.180 14.210
H 8.080 5.318 12.515
H 8.886 6.861 12.191
H 9.829 5.380 12.637
H 8.104 6.676 14.435
C 10.368 9.263 13.596
O 10.595 10.060 12.428
H 10.935 9.712 14.416
H 9.307 9.338 13.833
H 10.636 8.216 13.446
H 11.489 10.410 12.441
C 2.939 9.397 7.825
O 2.796 8.678 6.612
H 2.648 8.813 8.705
H 3.994 9.636 8.002
H 2.361 10.313 7.766
H 3.249 7.835 6.728
*
```

=====

Record 10
Density functional theory data (wB97M-V/def2-TZVPD) for C6H24AgClN12O6 as an isolated structure at a distorted geometry.

Computed properties:
⟨S²⟩: 2.00
HOMO (spin up / spin down) (eV): -1.32 / -8.74
Frontier orbital gap (spin up / spin down) (eV): 1.903 / 7.423
Energy (eV): -53296.7242

ORCA input file:
```
! wB97M-V def2-TZVPD RIJCOSX def2/J DEFGRID3
* xyz 0 3
Ag -1.892 -17.511 -4.050
Cl -3.049 -16.496 -6.112
C -1.950 -20.043 -6.278
O -1.668 -19.497 -5.233
N -2.469 -21.175 -6.405
N -1.566 -19.538 -7.385
H -2.813 -21.604 -5.558
H -2.681 -21.550 -7.319
H -1.555 -20.120 -8.211
H -1.354 -18.556 -7.282
C 0.554 -19.097 -2.410
O -0.379 -18.318 -2.695
N 1.782 -18.701 -2.158
N 0.451 -20.368 -2.190
H 1.930 -17.727 -2.382
H 2.362 -19.394 -2.609
H -0.253 -21.003 -2.540
H 1.319 -20.732 -1.825
C -4.563 -15.816 -2.515
O -3.587 -16.463 -2.926
N -5.552 -15.543 -3.282
N -4.832 -15.713 -1.275
H -5.393 -15.701 -4.267
H -6.490 -15.305 -2.993
H -4.236 -16.195 -0.618
H -5.667 -15.270 -0.917
C -3.197 -19.996 -2.016
O -2.942 -19.130 -2.812
N -2.779 -19.991 -0.736
N -3.833 -21.137 -2.269
H -2.459 -19.087 -0.419
H -3.214 -20.662 -0.118
H -3.872 -21.899 -1.608
H -4.384 -21.222 -3.112
C 1.061 -17.254 -5.758
O 0.098 -17.335 -5.039
N 1.992 -16.454 -5.633
N 1.214 -17.870 -6.931
H 1.978 -15.831 -4.838
H 2.710 -16.393 -6.341
H 2.070 -17.809 -7.463
H 0.405 -18.330 -7.324
C -1.056 -14.243 -2.829
O -0.987 -15.425 -3.216
N -2.155 -13.724 -2.520
N -0.094 -13.458 -2.519
H -3.052 -14.161 -2.671
H -2.149 -12.768 -2.194
H 0.888 -13.684 -2.584
H -0.438 -12.569 -2.186
*
```

=====

Record 11
Density functional theory data (wB97M-V/def2-TZVPD) for H2O3S3 as an isolated structure at a distorted geometry.

Computed properties:
HOMO (spin up / spin down) (eV): -8.97 / -8.72
Frontier orbital gap (spin up / spin down) (eV): 7.537 / 7.214
ΔE to the lowest compared entry with this formula, charge and spin (kJ/mol): 132.9
Energy (eV): -38677.2580

ORCA input file:
```
! wB97M-V def2-TZVPD RIJCOSX def2/J DEFGRID3
* xyz 0 1
O -0.803 -1.335 0.407
O -2.386 0.868 -0.580
O 2.455 -1.106 0.221
S -1.400 1.685 0.475
S 2.024 0.533 0.390
S -0.453 -0.134 1.226
H -1.980 0.961 -1.456
H 2.543 -1.473 -0.684
*
```

=====

Record 12
Density functional theory data (wB97M-V/def2-TZVPD) for C4H8FeO3 as an isolated structure at a distorted geometry.

Computed properties:
⟨S²⟩: 8.77
HOMO (spin up / spin down) (eV): -13.47 / -13.68
Frontier orbital gap (spin up / spin down) (eV): 7.910 / 6.994
ΔE to the lowest compared entry with this formula, charge and spin (kJ/mol): 412.3
Energy (eV): -44793.8096

ORCA input file:
```
! wB97M-V def2-TZVPD RIJCOSX def2/J DEFGRID3
* xyz 1 6
C -2.464 0.541 0.215
C -1.571 0.989 -0.918
O -0.370 1.460 -0.315
H -3.493 0.414 -0.144
H -2.102 -0.407 0.637
H -2.443 1.281 1.026
H -2.014 1.812 -1.501
H -1.417 0.171 -1.637
O 2.961 0.119 0.011
Fe 1.948 1.453 -0.835
O 0.522 0.352 -0.235
C 2.163 -0.634 0.708
C 2.188 -2.067 0.524
H 1.504 -2.709 1.079
H 1.865 -0.288 1.712
H 2.723 -2.487 -0.328
*
```